1.
This record from the Open Molecules 2025 dataset describes C35H43AsN6O2Si2Ti as an isolated structure. The level of theory is ωB97M-V/def2-TZVPD.

Element x y z (Å)
Ti  -0.039901  -0.027085  -0.364910
C  1.109225  -1.977030  -5.682340
C  -0.178512  -1.525553  -5.415311
C  -0.416016  -0.678081  -4.344285
C  0.618521  -0.269585  -3.499034
C  1.910623  -0.708896  -3.799735
C  2.154424  -1.556502  -4.869617
N  0.394634  0.529497  -2.368566
C  0.431679  1.912062  -2.569555
C  0.522425  2.583800  -3.777894
C  0.623209  3.984828  -3.822784
C  0.654152  4.716149  -2.649726
C  0.581033  4.066748  -1.412361
C  0.456688  2.685228  -1.351924
N  0.411153  1.895961  -0.248568
N  0.874554  2.356213  0.988234
C  1.416891  1.352040  1.610120
C  2.028501  1.523885  2.916987
C  2.809564  0.556365  3.441275
C  3.008928  -0.675846  2.727875
C  2.319700  -0.837505  1.564963
N  1.499703  0.082379  1.002667
H  1.293414  -2.654267  -6.508422
H  -1.006345  -1.838905  -6.041138
H  -1.418543  -0.329867  -4.137425
H  2.717519  -0.377674  -3.155134
H  3.165664  -1.893552  -5.064656
H  0.537771  2.015993  -4.703370
H  0.696538  4.485397  -4.782523
H  0.743830  5.798626  -2.682407
H  0.631721  4.618155  -0.481929
H  1.856239  2.465994  3.419298
H  3.282832  0.703960  4.407693
H  3.643927  -1.464478  3.103390
H  2.392936  -1.781547  1.018481
C  -2.917901  1.723692  1.935878
C  -2.079094  0.502081  1.689298
O  -1.763856  0.315426  0.423213
C  -1.656156  -0.325449  2.716250
C  -0.982442  -1.554925  2.680963
C  -0.337141  -2.093474  3.914629
N  -0.854595  -2.313785  1.501964
N  -2.038863  -2.491208  0.744082
C  -1.803011  -2.209893  -0.488999
O  -0.668116  -1.895433  -1.012255
C  -3.009783  -2.255345  -1.388640
C  -3.229079  -1.194075  -2.262966
C  -4.356397  -1.187427  -3.073512
C  -5.262362  -2.244276  -3.013521
C  -5.050473  -3.300785  -2.133117
C  -3.927114  -3.301129  -1.314607
H  -2.284953  2.608669  2.054956
H  -3.547292  1.623668  2.822168
H  -3.554524  1.901777  1.066903
H  -1.850070  0.053775  3.718079
H  -0.654029  -3.118343  4.151232
H  -0.593593  -1.454537  4.761271
H  0.760197  -2.111885  3.846227
H  -2.528236  -0.363478  -2.276011
H  -4.527736  -0.351996  -3.742473
H  -6.138428  -2.241321  -3.652618
H  -5.754393  -4.123747  -2.081564
H  -3.748492  -4.107954  -0.615160
C  1.317742  -6.038712  -0.534082
Si  0.550875  -4.319563  -0.845300
C  1.990264  -3.336613  -1.511343
C  -0.715585  -4.669054  -2.165378
As  0.259103  -3.828805  1.447069
Si  -1.414846  -5.364293  2.146052
C  -0.601177  -6.358451  3.522853
C  -2.874723  -4.489413  2.909705
C  -2.042383  -6.658138  0.934293
H  1.927350  -6.313038  -1.395823
H  0.564133  -6.807596  -0.399612
H  1.967073  -6.056383  0.341180
H  2.242284  -3.691778  -2.514339
H  2.852597  -3.483547  -0.857433
H  1.790936  -2.267263  -1.585430
H  -0.177698  -5.235305  -2.929641
H  -1.121656  -3.764803  -2.608430
H  -1.541179  -5.274974  -1.805811
H  -0.222993  -5.693774  4.299298
H  0.244876  -6.935207  3.152720
H  -1.315894  -7.049027  3.974459
H  -2.610099  -3.501430  3.275584
H  -3.247726  -5.097636  3.734832
H  -3.664511  -4.330416  2.180397
H  -1.354708  -7.497188  0.864659
H  -2.188315  -6.271288  -0.067039
H  -3.003170  -7.027481  1.297851

Cartesian forces, eV/Å:
0.41 0.47 -0.99
-0.02 -0.03 -0.01
0.06 -0.01 0.00
-0.03 -0.02 -0.01
-0.04 0.02 0.06
0.04 0.02 0.00
-0.04 0.03 -0.02
-0.28 0.45 0.07
0.14 -0.16 0.42
-0.04 0.04 -0.22
0.00 -0.05 -0.01
-0.01 0.02 0.05
0.03 0.15 -0.04
0.04 -0.23 0.01
0.37 0.12 0.26
-0.04 0.09 -0.28
0.49 0.11 0.23
-0.16 -0.01 -0.23
0.06 -0.22 -0.01
-0.05 0.31 0.05
-0.15 -0.24 -0.24
0.09 0.19 0.63
0.00 0.01 -0.01
-0.01 -0.03 -0.01
0.00 0.00 -0.01
-0.02 -0.02 -0.01
0.03 -0.03 -0.01
0.00 0.02 0.02
-0.01 0.00 -0.01
0.00 -0.03 -0.01
0.02 0.01 0.00
0.01 0.03 0.03
0.00 0.01 -0.02
0.00 -0.03 0.04
-0.04 0.20 0.12
0.03 0.08 0.15
-0.04 -0.13 -0.13
-0.29 -0.32 -0.07
-0.09 -0.07 0.15
-0.15 -0.16 -0.04
0.20 0.10 0.21
0.45 0.00 0.34
-0.14 0.07 0.18
-0.96 -0.46 -0.47
-0.02 -0.25 -0.38
0.22 0.00 0.27
-0.06 -0.04 -0.01
0.00 -0.16 0.12
-0.01 0.03 -0.04
0.15 0.14 0.00
-0.02 0.16 -0.17
0.05 0.04 -0.04
0.02 0.00 0.05
-0.01 -0.06 0.01
-0.02 -0.04 -0.03
0.00 -0.01 0.00
0.02 0.01 0.04
-0.09 0.04 -0.03
-0.06 -0.14 0.02
-0.04 -0.03 -0.01
0.00 0.00 0.00
-0.02 0.03 -0.03
0.02 0.01 0.03
0.07 0.07 -0.03
0.38 -0.10 0.28
0.03 0.21 0.02
-0.13 0.13 -0.03
-0.26 0.27 0.01
0.22 0.01 -0.04
0.03 -0.01 0.07
-0.06 0.08 -0.06
-0.06 0.00 0.00
0.07 -0.08 -0.13
-0.21 -0.19 0.01
0.09 0.05 0.10
0.05 -0.01 -0.02
0.08 -0.02 -0.02
-0.02 -0.08 0.01
-0.03 -0.06 -0.11
0.05 0.06 -0.09
-0.12 -0.13 0.02
0.00 0.06 0.09
0.10 -0.08 -0.08
-0.05 -0.08 0.07
0.02 0.11 0.08
-0.11 -0.05 0.12
-0.08 -0.03 -0.09
0.10 -0.15 0.01
-0.10 0.12 -0.17
-0.07 -0.10 0.02

Computed properties:
- energy relative to the best compared isomer or geometry (same formula, charge and spin) (kcal/mol) = 74.6
- spin multiplicity = 3
- total charge = -2
- total energy (a.u.) = -5502.895151
- HOMO level (alpha / beta) (hartree) = 0.0087 / -0.0133
- Kohn-Sham gap (alpha / beta) (eV) = 4.163 / 4.758
- lowest unoccupied orbital energy (alpha / beta) (hartree) = 0.1617 / 0.1616

Löwdin charges in e: Ti 1.0144; C -0.1318; C -0.1033; C -0.0308; C -0.3177; C -0.0453; C -0.1169; N -0.0501; C -0.2384; C -0.0663; C -0.1697; C -0.1713; C -0.0661; C -0.2508; N -0.1680; N 0.0603; C -0.3875; C -0.0532; C -0.1357; C -0.1434; C -0.2025; N -0.0300; H 0.0803; H 0.0897; H 0.0959; H 0.1171; H 0.0890; H 0.0906; H 0.0677; H 0.0706; H 0.0814; H 0.0874; H 0.0795; H 0.0719; H 0.0661; C -0.0496; C -0.4417; O -0.2102; C -0.0481; C -0.3806; C -0.1213; N -0.3774; N 0.0712; C -0.5563; O -0.2226; C -0.1308; C -0.0188; C -0.0854; C -0.1196; C -0.1024; C -0.0389; H 0.0720; H 0.0606; H 0.0716; H 0.0964; H 0.0326; H 0.0698; H 0.0481; H 0.1054; H 0.0966; H 0.0841; H 0.0882; H 0.0972; C -0.2591; Si 0.3078; C -0.2062; C -0.1755; As 1.0611; Si 0.3180; C -0.2565; C -0.2153; C -0.2210; H 0.0187; H -0.0015; H 0.0076; H 0.0316; H 0.0273; H 0.0060; H 0.0340; H 0.0258; H 0.0067; H 0.0119; H 0.0132; H 0.0167; H 0.0069; H 0.0222; H 0.0187; H 0.0129; H -0.0079; H 0.0226


2.
This record from the Open Molecules 2025 dataset describes a 2-piece molecular cluster, C2H7NO2 overall. The level of theory is ωB97M-V/def2-TZVPD.

Element x y z (Å)
C  1.086883  -0.235072  1.521997
C  1.439916  0.447059  0.220505
N  0.360830  0.648442  -0.569509
O  2.545174  0.842089  -0.035597
H  0.083725  0.001232  1.875408
H  1.145711  -1.319216  1.413558
H  1.786422  0.006900  2.318436
H  -0.271176  -0.096107  -0.806370
H  0.434703  1.370469  -1.273431
H  -2.590596  -0.195703  -2.187217
H  -3.271906  -1.140288  -1.231976
O  -2.749686  -0.329806  -1.245808

Cartesian forces, eV/Å:
0.08 -0.67 0.53
-0.18 -0.45 1.12
-0.84 0.78 -1.30
0.74 0.58 -0.10
0.01 0.07 -0.23
-0.04 -0.10 -0.14
0.20 0.20 -0.21
-0.38 0.00 0.53
0.36 -0.39 -0.15
-0.01 0.14 0.04
0.01 0.05 0.17
0.06 -0.22 -0.26

Computed properties:
- energy relative to the best compared isomer or geometry (same formula, charge and spin) (kcal/mol) = 15.2
- total energy (a.u.) = -285.647572
- HOMO level (hartree) = -0.3537
- Kohn-Sham gap (eV) = 10.128
- lowest unoccupied orbital energy (hartree) = 0.0184
- SMILES string = CC(N)=O.O

Löwdin charges in e: C -0.0188; C -0.6161; N 0.1369; O 0.0630; H 0.0748; H 0.0791; H 0.0788; H 0.0767; H 0.1057; H 0.0383; H 0.0402; O -0.0585